a.
Entry from OMol25: C2H7N4O as an isolated structure (the ωB97M-V functional and the def2-TZVPD basis).

```
! wB97M-V def2-TZVPD RIJCOSX def2/J DEFGRID3
* xyz 1 1
H -0.1241 0.6987 -1.3841
C 3.7245 -0.4782 0.7609
H -1.6961 -0.6095 -1.5278
H 2.1803 1.1199 -1.3074
H -3.1095 -0.0533 -0.7325
H 4.2231 0.3843 1.1667
N 0.5436 0.3555 -0.6087
C -0.1470 -0.0046 0.5315
N 1.8229 0.8270 -0.4083
H 0.5092 -0.1840 1.4084
O 2.8210 -0.5850 0.1022
N -2.0290 -0.0293 -0.8309
H -2.0363 -0.6866 1.1471
N -1.4534 -0.3026 0.4491
*
```

Kohn-Sham gap (alpha / beta): 0.278 / 0.304 hartree
lowest unoccupied orbital energy (alpha / beta): -4.18 / -3.87 eV
E_HOMO (alpha / beta): -0.432 / -0.447 hartree

---

b.
Entry from OMol25: an isolated ion of composition C2H7N4O and charge +1 (the ωB97M-V functional and the def2-TZVPD basis).

```
! wB97M-V def2-TZVPD RIJCOSX def2/J DEFGRID3
* xyz 1 1
H 2.5147 2.0141 0.0751
H -1.4138 -0.4438 -1.5499
N -1.8999 -0.3198 0.5535
C 1.1856 -1.1890 -0.0260
H -2.5757 -1.0864 0.5860
H -1.0411 -0.3759 1.1409
H -2.4285 0.4832 0.6175
N 2.0969 1.1565 0.2932
N 0.9495 1.1786 -0.2082
H 0.3695 1.9255 -0.5131
O 2.3778 -1.1277 0.1795
N -1.1007 -0.0564 -0.6551
C 0.2823 -0.0271 -0.1288
H 0.6835 -2.1316 -0.3646
*
```

Kohn-Sham gap (alpha / beta): 0.317 / 0.317 hartree
lowest unoccupied orbital energy (alpha / beta): -4.38 / -4.38 eV
structure (SMILES): [H]/N=[NH+]/C(=C\[O-])N[NH3+]
E_HOMO (alpha / beta): -0.478 / -0.478 hartree

---

Stability ranking, top entry: b; the second entry is 29.5 kcal/mol less favorable.

---

a.
Entry from OMol25: an isolated ion of composition C6H12NS and charge +1 (the ωB97M-V functional and the def2-TZVPD basis).

```
! wB97M-V def2-TZVPD RIJCOSX def2/J DEFGRID3
* xyz 1 1
C -2.0382 1.5978 0.5307
H 1.6819 -1.5207 -0.9272
H 2.5557 -2.0314 0.4232
H 1.0722 0.8345 -1.8558
H -1.8572 2.1936 1.4635
H 1.0147 -1.1874 1.9709
C 1.9664 -1.2135 0.0490
H -0.0122 -2.0599 0.6850
H -2.5715 -0.5106 -1.1398
H -1.4438 -1.2994 -0.2455
H -2.9778 1.7590 0.0016
C -1.2456 0.5126 0.1636
H -0.9802 -0.5108 -1.6792
C -1.6059 -0.4397 -0.8526
C 0.6334 -1.0852 0.9520
H 0.2836 0.8517 1.4701
C 1.4517 1.1789 -0.8593
N 0.0130 0.2219 0.6825
H 1.2393 2.2940 -0.6990
S 2.8205 0.4147 -0.1336
*
```

Kohn-Sham gap (alpha / beta): 0.257 / 0.257 hartree
lowest unoccupied orbital energy (alpha / beta): -5.71 / -5.71 eV
E_HOMO (alpha / beta): -0.467 / -0.467 hartree

---

b.
Entry from OMol25: an isolated ion of composition C6H12NS and charge +1 (the ωB97M-V functional and the def2-TZVPD basis).

```
! wB97M-V def2-TZVPD RIJCOSX def2/J DEFGRID3
* xyz 1 1
C 1.3781 0.6287 1.4706
S -1.1311 1.1032 -0.1704
C 1.1549 -0.7155 0.9043
H 1.8338 0.5780 2.4722
H -0.8529 0.1676 3.2244
H 0.7877 1.1373 -3.0567
H 0.2875 -0.9696 -1.7725
H -1.3416 -1.0476 -2.6244
H -1.6018 -0.7083 2.1181
C -0.9227 0.9120 -1.8170
H -1.5707 -0.1134 -0.1688
H -0.0881 -1.3035 2.6057
N -0.6926 -0.4268 2.4591
C -0.5146 -0.4601 -2.3099
H 1.2763 -0.6658 -0.2466
H 1.3585 -1.5608 1.5809
H 1.7318 1.4448 0.8766
C -0.2016 0.8378 -3.0318
C -0.0914 0.1881 1.3260
H -0.7995 0.9738 -3.8399
*
```

Kohn-Sham gap: 0.297 hartree
lowest unoccupied orbital energy: -3.69 eV
E_HOMO: -0.433 hartree

---

Stability ranking, top entry: a; the second entry is 82.9 kcal/mol less favorable.

---

a.
Entry from OMol25: H12LiO6 as an isolated structure (the ωB97M-V functional and the def2-TZVPD basis).

```
! wB97M-V def2-TZVPD RIJCOSX def2/J DEFGRID3
* xyz 1 1
H -0.0733 0.1786 -2.7611
O 0.4457 2.2016 0.2519
H -0.6263 -2.6804 -0.8141
O 2.0747 -0.4744 -0.7141
H -2.1363 1.0896 0.0419
H 1.4357 2.3166 0.2289
H -1.3573 0.4336 -2.0981
O -0.4173 0.4026 -1.9041
H 2.7987 -0.8664 -0.2711
H -0.0453 -0.9124 2.4789
H 0.1417 2.8226 -0.3321
O -1.7903 0.6676 0.9019
O -1.1473 -2.3334 -0.0291
H -2.6473 0.2436 1.0309
H -1.0653 -2.9434 0.7639
H 2.6097 -0.2834 -1.3461
O 0.5737 -0.3384 1.9979
H 1.1317 0.2556 2.5269
Li 0.0947 0.2206 0.0469
*
```

Kohn-Sham gap: 0.430 hartree
lowest unoccupied orbital energy: -3.25 eV
E_HOMO: -0.549 hartree

---

b.
Entry from OMol25: H12LiO6 as an isolated structure (the ωB97M-V functional and the def2-TZVPD basis).

```
! wB97M-V def2-TZVPD RIJCOSX def2/J DEFGRID3
* xyz 1 1
H 2.5239 -0.1252 -2.4357
H 0.0379 1.5978 3.1123
O -1.4271 0.4398 -1.7177
O -1.6601 -0.4772 1.2333
H -2.2511 -1.1592 1.5053
H -1.7781 -0.2402 -2.1377
H -0.9311 -0.2102 1.8343
Li -0.0731 0.0168 -0.7757
H -0.0371 0.9668 1.4883
O -0.5361 1.2728 2.4073
O 1.6629 0.2528 -2.1197
H 0.9089 -2.2772 -0.8287
H -2.2341 0.6798 -1.1767
H 1.5269 1.6228 0.5913
O 1.0589 0.8378 0.7863
O 0.0339 -1.8552 -0.4697
H 0.1979 -1.9472 0.4613
H 1.1549 0.2718 -2.8897
H 1.8209 0.3328 1.1313
*
```

Kohn-Sham gap: 0.381 hartree
lowest unoccupied orbital energy: -3.74 eV
E_HOMO: -0.519 hartree

---

Stability ranking, top entry: a; the second entry is 29.6 kcal/mol less favorable.

---

a.
Entry from OMol25: the molecule C4H4OS2 (the ωB97M-V functional and the def2-TZVPD basis).

```
! wB97M-V def2-TZVPD RIJCOSX def2/J DEFGRID3
* xyz 0 1
C 0.4953 -0.5738 0.7160
C 1.1383 1.0736 -0.6026
H -2.3702 -1.9808 -0.6141
O -0.0541 1.4773 -0.2896
C 1.5421 -0.0319 -0.0544
H 0.5268 -1.3281 1.4730
C -0.5352 0.2974 0.7893
H 1.7528 1.8055 -1.3156
H 2.4575 -0.4031 -0.4298
S -2.6999 -0.5652 -0.7836
S -2.2533 0.2291 1.1113
*
```

Kohn-Sham gap: 0.320 hartree
lowest unoccupied orbital energy: -0.02 eV
structure (SMILES): SSc1ccco1
E_HOMO: -0.320 hartree

---

b.
Entry from OMol25: the molecule C4H4OS2 (the ωB97M-V functional and the def2-TZVPD basis).

```
! wB97M-V def2-TZVPD RIJCOSX def2/J DEFGRID3
* xyz 0 1
C 0.9104 1.0953 -0.0216
H 0.5564 -1.8040 0.2214
S 2.0954 -0.1573 0.1266
S -2.8943 -0.2391 0.3807
O -3.6362 -0.9422 -0.7458
H 2.4602 -2.4713 0.3049
C -0.5107 1.3176 -0.0891
C -1.6505 0.6421 -0.1648
H -0.6001 2.4614 -0.0473
H 1.6267 1.8426 -0.2001
C 1.6427 -1.7451 0.2351
*
```

Kohn-Sham gap (alpha / beta): 0.263 / 0.254 hartree
lowest unoccupied orbital energy (alpha / beta): -1.12 / -1.34 eV
E_HOMO (alpha / beta): -0.304 / -0.303 hartree

---

Stability ranking, top entry: a; the second entry is 72.2 kcal/mol less favorable.